Density functional theory data (the ωB97M-V functional and the def2-TZVPD basis) for a structure of composition C5H12N2O at a distorted geometry.

Structure (XYZ):
```
20
Properties=species:S:1:pos:R:3:forces:R:3
C -0.353851 -0.958987 -1.482823 0.476 2.102 0.521
C -0.922812 -1.751074 -0.418831 -0.972 1.499 2.186
C 1.057311 1.407077 1.199244 0.133 0.002 -0.312
C -1.663694 -0.319903 0.789452 -0.926 -2.324 0.348
N 0.932440 0.346913 0.199627 -0.393 -0.091 0.919
C -0.319679 0.358348 -0.544845 2.140 0.170 -4.534
N 2.031229 0.309702 -0.707722 -0.461 0.009 0.112
O -0.838515 1.390653 -0.992703 -0.113 -0.689 1.252
H 2.835418 -0.048919 -0.210041 -0.031 0.028 0.023
H 2.238617 1.243417 -1.056195 -0.010 0.056 0.038
H 0.660038 -1.198533 -1.783213 -0.124 -0.183 -0.187
H -1.028973 -0.748804 -2.305024 0.068 -0.032 -0.057
H -1.871861 -2.250883 -0.569103 0.121 -0.211 0.180
H -0.219071 -2.181412 0.283480 -0.170 -0.197 -0.076
H 1.982847 1.240237 1.753537 -0.079 0.003 0.012
H 1.095226 2.403911 0.741816 -0.049 -0.021 -0.014
H 0.225485 1.381129 1.900384 0.028 -0.043 -0.032
H -1.653875 -0.997270 1.646048 -0.302 -0.118 0.026
H -2.640682 -0.288088 0.311046 -0.075 -0.023 0.138
H -1.545599 0.662488 1.245866 0.739 0.064 -0.542
```
Positions in Å, forces in eV/Å.

Results
Highest occupied orbital energy, eV: -8.5
Largest force on an atom, Eh/bohr: 0.098
ΔE to the lowest compared entry with this formula, charge and spin, kcal per mole: 136.6